1.
Formula: C4H16N2O2
Source: the OMol25 dataset
Level of theory: ωB97M-V/def2-TZVPD

```
24
Properties=species:S:1:pos:R:3:forces:R:3
C -1.36448 -1.97312 -0.79781 0.629 0.779 -0.613
N -1.74424 -1.41703 0.47694 0.889 0.564 1.151
C -0.63278 -0.75286 1.21995 0.478 -1.308 -1.393
C -0.73451 0.76026 1.29325 -1.055 -0.124 -0.392
C -0.97261 1.50027 -0.03025 0.489 0.224 -0.261
N 0.26828 1.72458 -0.77080 0.207 -0.591 1.041
H -0.53771 -2.68454 -0.68995 -0.769 -0.614 0.236
H -0.87454 -1.27955 -1.50685 -0.362 0.462 0.126
H -2.28002 -2.31530 -1.27059 0.254 -0.690 -0.179
H -2.44391 -0.70924 0.37450 -0.644 0.052 -0.330
H 0.28682 -1.03974 0.68526 0.001 0.152 0.119
H -0.55238 -1.24308 2.19064 -0.039 0.439 0.296
H -1.66123 0.93878 1.85782 0.497 0.352 0.507
H 0.17389 1.15811 1.74337 -0.282 0.238 0.443
H -1.75470 0.99018 -0.60629 0.073 -0.142 -0.122
H -1.38200 2.48277 0.17958 -0.112 0.175 0.273
H 0.71316 0.83977 -1.01603 -0.221 0.591 -0.680
H 0.21902 2.42817 -1.49184 -0.033 -0.458 -0.188
O 3.04869 0.68751 0.70869 0.349 0.612 -0.829
H 2.60961 0.39293 1.48887 -0.402 -0.539 0.991
H 2.49207 1.42811 0.42188 -0.029 0.077 -0.141
O 2.04840 -0.49129 -1.55675 -0.624 0.666 0.327
H 2.64618 -0.24237 -0.83395 0.158 -0.220 0.029
H 2.42899 -1.18333 -2.06964 0.547 -0.696 -0.411
```
Positions in Å, forces in eV/Å.

## Properties
**Orbital gap**: 9.30 eV

=====

2.
Formula: C9H14O2
Source: the OMol25 dataset
Level of theory: ωB97M-V/def2-TZVPD

```
25
Properties=species:S:1:pos:R:3:forces:R:3
O -3.21472 -2.21885 0.88868 0.191 1.136 0.245
C -2.00593 -2.51852 1.46465 0.018 -0.110 -0.003
C -1.63026 -3.86191 1.49281 -0.063 -0.208 -0.055
C -0.41376 -4.22580 2.06495 -0.019 -0.120 -0.024
C 0.43235 -3.25865 2.61011 0.229 -0.039 0.112
C 0.05085 -1.91840 2.57861 0.041 0.043 0.029
C -1.16597 -1.54524 2.00744 -0.021 0.205 0.019
H -3.34933 -1.24133 0.93845 0.053 -0.960 -0.078
H -2.30615 -4.61129 1.06012 0.338 0.377 0.216
H -0.12369 -5.28462 2.08409 -0.135 0.514 -0.007
H 1.39042 -3.55057 3.06006 -0.487 0.145 -0.229
H 0.70608 -1.14659 3.00355 -0.319 -0.377 -0.208
H -1.46502 -0.48902 1.98344 0.091 -0.430 -0.005
C -4.76066 0.84560 3.39371 0.109 -0.094 0.254
C -5.30421 1.42555 2.10656 -0.137 0.029 0.077
O -4.30041 1.32125 1.10935 -0.148 -0.045 -0.054
C -4.74534 1.84688 -0.12196 0.233 0.037 -0.478
H -4.48910 -0.21409 3.25254 -0.102 0.377 0.093
H -3.86230 1.39923 3.71475 -0.346 -0.227 -0.109
H -5.51847 0.91119 4.19247 0.303 -0.046 -0.295
H -5.58402 2.48798 2.24217 0.068 -0.284 -0.061
H -6.20953 0.87800 1.78092 0.230 0.163 0.077
H -3.92503 1.73708 -0.85110 -0.345 0.042 0.334
H -5.00062 2.91664 -0.03806 0.049 -0.236 0.032
H -5.62741 1.30332 -0.50028 0.170 0.106 0.119
```
Positions in Å, forces in eV/Å.

## Properties
**Orbital gap**: 9.38 eV

=====

3.
Formula: C23H50KN3O4SSi3Te
Source: the OMol25 dataset
Level of theory: ωB97M-V/def2-TZVPD

```
86
Properties=species:S:1:pos:R:3:forces:R:3
K -0.53751 1.15508 0.64746 -0.644 -1.305 0.324
C -1.35978 -0.22698 3.65181 -0.050 -0.017 0.007
C -0.90319 -1.54120 2.94354 -0.031 -0.042 0.112
N 0.04059 -1.35110 1.86014 0.011 0.046 -0.011
C 1.44836 -1.53496 2.16440 0.143 -0.018 0.079
C 2.35457 -0.44557 1.58590 0.008 -0.005 0.054
N 1.88813 0.89829 1.85522 0.236 0.040 0.043
C 1.95630 1.37679 3.21943 0.031 -0.009 0.002
C 0.79453 0.90037 4.11032 0.023 -0.032 0.034
N -0.47832 0.89111 3.43213 0.048 0.088 0.036
H -1.49942 -0.45570 4.72399 -0.040 -0.002 -0.009
H -2.34156 0.04327 3.25565 0.017 0.000 -0.056
H -1.80500 -2.00535 2.53951 -0.003 -0.018 0.021
H -0.49136 -2.23127 3.69589 0.012 0.009 -0.020
H -0.23042 -1.83038 1.01554 -0.102 -0.071 0.037
H 1.82325 -2.50179 1.79249 0.018 0.198 0.145
H 1.56006 -1.57038 3.24913 -0.002 -0.006 0.025
H 2.38248 -0.57664 0.50180 -0.007 0.033 -0.026
H 3.37546 -0.61991 1.97958 0.001 -0.035 -0.021
H 2.30771 1.57571 1.23009 0.084 -0.001 0.051
H 1.93203 2.46467 3.17191 -0.008 0.016 -0.010
H 2.90165 1.08397 3.71673 -0.008 0.027 0.001
H 0.78839 1.53498 5.01144 0.006 -0.013 -0.003
H 0.98734 -0.11300 4.46632 -0.012 -0.010 0.006
H -0.92061 1.79624 3.40012 -0.054 0.045 0.129
C -1.75531 1.39520 -2.28245 -0.040 0.058 -0.056
O -0.70192 0.56601 -1.83857 0.081 -0.094 -0.328
Si 0.73555 0.38907 -2.70687 0.104 -0.019 -0.080
C 0.19216 0.17593 -4.52988 0.052 -0.062 0.085
C 1.53345 2.10636 -2.70260 0.034 -0.098 -0.045
C 1.69613 -0.96442 -2.01371 0.078 0.025 -0.152
Si 3.49566 -0.94074 -2.23063 -0.080 -0.036 -0.014
C 4.43651 0.52219 -1.44998 -0.090 -0.054 -0.010
C 4.08980 -0.97442 -4.05050 -0.017 0.072 0.084
C 4.40950 -2.42685 -1.46140 -0.078 0.008 -0.009
Si 0.84270 -2.56859 -1.97560 -0.041 0.032 0.006
C 1.17005 -3.69672 -3.49004 0.039 0.037 0.102
C 1.25574 -3.68564 -0.48353 -0.087 0.057 0.014
C -1.04447 -2.44323 -1.87678 0.055 -0.004 -0.040
H -1.88433 1.33417 -3.36843 -0.034 0.003 0.004
H -1.56600 2.44110 -2.01283 -0.011 -0.009 -0.004
H -2.68068 1.06327 -1.80583 0.004 0.019 0.005
H -0.20141 1.09408 -4.97623 -0.015 0.013 0.019
H -0.56542 -0.60628 -4.64157 0.027 -0.014 0.024
H 1.06603 -0.12953 -5.11382 -0.001 0.000 0.006
H 0.83822 2.81862 -3.15763 -0.021 0.001 -0.008
H 2.45607 2.12592 -3.29062 0.014 -0.001 -0.003
H 1.74807 2.47223 -1.69710 0.026 -0.034 0.029
H 3.92556 1.47751 -1.56239 -0.032 0.029 -0.020
H 5.43239 0.61815 -1.89466 0.016 -0.029 -0.018
H 4.57383 0.34815 -0.37882 -0.040 0.005 0.022
H 3.76496 -0.07648 -4.58610 -0.017 -0.001 0.008
H 3.66642 -1.83711 -4.57175 -0.028 -0.017 0.005
H 5.18174 -1.03105 -4.12322 0.003 0.006 0.011
H 4.23626 -2.47337 -0.38182 0.000 -0.005 -0.030
H 5.48571 -2.30345 -1.62189 0.003 0.008 -0.009
H 4.11456 -3.38694 -1.89416 -0.022 0.016 0.010
H 2.22469 -3.98705 -3.55272 -0.014 0.031 0.000
H 0.91725 -3.17178 -4.41555 0.003 0.026 0.004
H 0.57238 -4.61383 -3.44462 0.003 0.009 0.019
H 2.32632 -3.77555 -0.29411 0.009 0.001 -0.010
H 0.85596 -4.69074 -0.65198 -0.019 -0.014 -0.024
H 0.78556 -3.29798 0.42971 0.090 -0.261 -0.333
H -1.48912 -1.92117 -2.72837 0.037 -0.017 0.037
H -1.36887 -1.90134 -0.98340 0.005 -0.005 -0.053
H -1.48064 -3.44565 -1.83296 0.002 -0.037 0.000
Te -4.04456 -0.88453 0.44048 0.023 -0.003 -0.025
C -5.74929 -0.19116 1.48164 0.047 0.000 0.000
C -6.53955 0.84995 0.98018 0.049 0.005 -0.050
C -7.66813 1.29562 1.64962 -0.070 0.013 0.065
C -8.05181 0.71488 2.85330 -0.009 0.002 -0.006
C -7.28137 -0.32073 3.36833 -0.078 0.046 0.030
C -6.15413 -0.76257 2.69319 0.064 -0.049 0.016
H -6.25387 1.31459 0.04388 0.004 -0.003 0.007
H -8.25308 2.10700 1.22880 -0.006 0.003 0.004
H -8.93282 1.06362 3.37991 0.000 0.002 -0.001
H -7.56020 -0.78878 4.30699 -0.005 0.003 0.003
H -5.56550 -1.57255 3.10818 0.001 0.007 -0.005
C 0.21270 5.85474 0.63508 -0.006 -0.102 0.035
S 0.48299 4.14465 1.08696 0.102 0.307 -0.020
O -0.17728 3.95855 2.37601 -0.031 -0.001 0.062
O 1.93099 3.98606 1.13648 0.017 0.015 -0.024
O -0.14701 3.36623 0.01979 0.223 1.250 -0.311
H 0.73105 6.49019 1.35012 0.000 -0.020 0.023
H -0.85635 6.05605 0.65183 -0.010 -0.028 -0.008
H 0.61247 6.00391 -0.36586 0.013 -0.007 0.005
```
Positions in Å, forces in eV/Å.

## Properties
**Orbital gap**: 5.49 eV
**Net charge**: -2

=====

4.
Formula: C5H10O2
Source: the OMol25 dataset
Level of theory: ωB97M-V/def2-TZVPD

```
17
Properties=species:S:1:pos:R:3:forces:R:3
O 1.27542 1.05312 -0.93635 -0.776 -0.650 -0.286
C 0.51287 0.15428 -1.24883 0.062 0.376 -0.026
C 0.30731 -1.10878 -0.47882 0.508 -0.074 0.016
C 1.42674 -1.22559 0.54208 -0.406 -0.239 0.397
O 2.73026 -0.93774 0.07802 -0.222 -0.085 -0.105
H -0.04269 0.18470 -2.18533 -0.242 0.431 -0.473
H -0.68340 -1.16242 0.02035 0.548 0.334 -0.335
H 0.32422 -1.96430 -1.16225 0.054 0.197 -0.253
H 1.14425 -0.56060 1.36228 0.253 -0.162 0.327
H 1.39175 -2.26977 0.84631 0.419 0.076 0.521
H 2.73367 0.00327 -0.16630 -0.022 -0.363 0.102
C -2.24200 0.79463 0.72968 -0.028 0.291 -0.019
C -1.45908 1.81016 0.37607 -0.180 -0.102 0.188
H -2.08450 0.20738 1.63497 0.116 0.208 -0.181
H -3.10708 0.51394 0.13869 0.035 0.033 -0.029
H -0.59443 2.09571 0.96481 -0.055 -0.044 0.008
H -1.63334 2.41202 -0.51538 -0.064 -0.229 0.149
```
Positions in Å, forces in eV/Å.

## Properties
**Orbital gap**: 10.81 eV

=====

For each record above, in turn, the calculated energy relative to the best compared isomer or geometry (same formula, charge and spin) values are 0.724 1.188 0.782 2.641 eV.